1.
C29H42HgNO17S | ωB97M-V/def2-TZVPD

charge	+1
Kohn-Sham gap	7.31	eV
lowest unoccupied orbital energy	-0.168	Eh
2S+1	1

Cartesian coordinates (Å):
Hg: -1.552 -2.736 0.271
S: -4.463 2.098 4.335
O: 3.934 3.415 -3.722
O: -0.331 -2.909 5.445
O: -3.858 2.727 2.991
O: -3.385 -2.742 -1.050
O: -3.407 -0.763 -2.058
O: 1.489 -1.566 -2.671
O: -5.640 2.786 4.745
O: 0.505 -3.287 1.427
O: 3.510 1.533 -2.646
O: -0.388 3.704 -3.976
O: 1.201 -2.281 6.799
O: 2.508 -3.754 2.228
O: -3.399 2.030 5.312
O: -2.095 2.516 -3.212
O: -1.653 -0.568 0.550
O: -0.065 -2.640 -1.423
O: -4.753 0.671 3.674
N: 0.343 -2.047 5.974
C: 1.585 -2.900 1.830
C: 2.056 -3.714 -1.976
C: 2.902 -1.833 -2.934
C: 0.561 1.701 5.998
C: -0.776 0.310 -0.069
C: -0.252 0.957 3.855
C: 2.044 -1.511 1.978
C: 3.428 2.902 -2.773
C: 1.008 -2.638 -1.988
C: 3.150 2.429 -0.465
C: -0.351 -0.341 4.335
C: -0.428 1.422 -4.584
C: -5.530 -0.749 -2.956
C: 0.674 3.541 -4.908
C: 0.247 -0.640 5.548
C: -3.915 -1.968 -1.831
C: 3.316 -2.907 -1.977
C: 3.103 1.181 -1.349
C: 0.236 1.995 4.670
C: 3.582 -1.616 2.120
C: 3.798 -3.132 2.276
C: -5.178 -2.175 -2.620
C: -3.699 0.373 2.771
C: 0.757 2.069 -5.350
C: 0.705 0.360 6.359
C: -4.142 -0.123 -3.117
C: -1.076 2.568 -3.841
C: 2.846 3.500 -1.490
C: -3.433 1.708 2.076
H: 1.864 -4.475 -1.222
H: 2.592 2.304 0.462
H: 1.768 3.596 -1.645
H: -0.005 3.005 4.365
H: 4.041 -0.952 2.849
H: -3.892 -0.384 2.018
H: -0.673 1.264 0.465
H: 4.134 -3.567 -2.268
H: -4.959 -2.719 -3.537
H: 0.829 2.454 6.723
H: -0.573 -1.182 3.688
H: 1.640 3.869 -4.537
H: -4.030 1.837 1.172
H: 2.943 -2.303 -3.925
H: -2.864 0.068 3.407
H: 1.619 -0.816 1.261
H: -6.175 -0.604 -3.821
H: -5.978 -0.160 -2.155
H: 3.279 4.496 -1.442
H: 0.035 0.805 -3.796
H: -0.629 1.095 2.850
H: -1.097 0.634 -1.072
H: -3.603 -0.193 -4.066
H: 0.507 4.168 -5.786
H: 0.651 1.925 -6.421
H: 1.071 0.162 7.358
H: 4.442 -3.454 1.462
H: -1.069 0.618 -4.940
H: 1.686 -1.262 2.985
H: 3.540 -2.647 -0.936
H: -2.401 1.855 1.770
H: 1.672 1.629 -4.962
H: 4.142 -1.358 1.220
H: 1.957 -4.265 -2.923
H: 4.242 -3.403 3.232
H: 0.236 -0.071 -0.272
H: 2.116 0.696 -1.356
H: -5.912 -2.511 -1.887
H: -4.172 0.945 -2.900
H: 3.707 0.394 -0.894
H: 4.181 2.435 -0.094
H: 3.421 -0.882 -3.007


2.
C29H42N6O3PtS | ωB97M-V/def2-TZVPD

charge	-2
Kohn-Sham gap (alpha / beta)	4.18 / 5.14	eV
lowest unoccupied orbital energy (alpha / beta)	0.157 / 0.157	Eh
2S+1	3

Cartesian coordinates (Å):
Pt: 0.153 -1.111 -0.302
S: -1.270 -2.579 -1.584
O: -0.946 -1.883 1.517
O: -0.561 -3.775 2.644
O: -0.931 1.359 -1.917
N: -0.680 1.400 1.453
N: -1.541 1.873 3.674
N: 1.821 -0.324 -0.627
N: 0.669 2.680 3.010
N: -3.176 1.278 -1.958
N: -1.340 3.671 2.027
C: 3.142 -0.415 -0.800
C: 2.038 0.791 -3.522
C: 3.769 0.526 -1.695
C: -2.843 -4.838 1.451
C: 2.736 -3.514 0.109
C: -0.166 2.158 4.096
C: -3.288 -4.323 -1.202
C: -2.112 3.110 3.141
C: 4.015 -1.332 -0.116
C: 3.530 -2.418 0.832
C: -2.245 -3.624 -0.560
C: 2.118 2.474 -1.660
C: -4.448 1.626 -2.557
C: -1.931 2.531 -3.712
C: 5.985 -0.325 -1.169
C: -1.269 2.635 0.969
C: 0.673 1.674 1.921
C: -1.471 0.889 2.566
C: 5.145 0.550 -1.852
C: 2.950 1.510 -2.518
C: -3.847 -5.533 0.795
C: 5.387 -1.251 -0.321
C: -2.054 -3.877 0.814
C: -1.967 1.673 -2.457
C: -3.199 0.335 -0.843
C: 0.034 3.895 2.502
C: -4.075 -5.254 -0.549
C: 2.748 -1.877 2.037
C: -1.075 -3.138 1.719
H: 2.431 -4.295 0.812
H: 5.574 1.280 -2.535
H: 0.282 1.237 4.472
H: 1.831 -3.105 -0.340
H: 0.629 4.284 1.672
H: 1.277 2.036 1.089
H: 6.019 -1.956 0.213
H: 2.621 0.125 -4.163
H: 0.009 4.643 3.301
H: -3.843 0.719 -0.045
H: 3.340 -3.963 -0.686
H: -2.186 0.199 -0.465
H: -1.030 -0.042 2.916
H: -1.392 1.962 -4.470
H: -4.603 1.154 -3.533
H: 3.332 -1.113 2.561
H: -2.632 -5.028 2.495
H: 2.743 2.953 -0.899
H: 1.115 0.748 2.290
H: 1.514 1.518 -4.155
H: -2.165 3.854 3.943
H: -2.484 0.675 2.219
H: -2.896 2.835 -4.112
H: 4.435 -2.891 1.227
H: -1.335 3.414 -3.485
H: -5.236 1.274 -1.893
H: -0.664 3.016 0.144
H: -3.126 2.903 2.788
H: 1.803 -1.439 1.721
H: -0.193 2.898 4.904
H: 1.673 3.255 -2.289
H: -3.458 -4.112 -2.252
H: -4.866 -5.764 -1.090
H: -4.440 -6.274 1.320
H: 2.508 -2.687 2.732
H: 1.294 0.200 -2.987
H: -3.560 -0.645 -1.164
H: 1.316 1.925 -1.168
H: -2.281 2.441 0.606
H: 3.673 2.108 -3.082
H: -4.569 2.705 -2.671
H: 7.061 -0.291 -1.297


3.
C29H43Cl2F5N3O4SSiTb | ωB97M-V/def2-TZVPD

Kohn-Sham gap (alpha / beta)	7.50 / 7.70	eV
lowest unoccupied orbital energy (alpha / beta)	0.003 / 0.010	Eh
2S+1	7

Cartesian coordinates (Å):
Tb: -0.042 0.257 0.000
Cl: 1.571 1.364 1.732
Cl: -1.781 2.101 -0.410
S: -1.732 -1.104 1.963
Si: -3.390 2.144 -5.334
F: -0.961 0.941 3.941
F: -0.739 -3.723 3.017
F: 0.673 0.590 6.087
F: 1.402 -1.948 6.844
F: 0.635 -4.112 5.348
O: -4.167 3.621 -5.439
O: -1.005 -0.948 -1.694
O: 1.348 0.905 -1.706
O: 1.340 -1.633 0.114
N: 1.991 3.110 -1.609
N: -2.829 -1.824 -2.725
N: 2.714 -3.086 1.235
C: -0.540 -0.298 4.255
C: -7.255 3.677 -8.392
C: -2.235 -1.229 -1.710
C: 3.058 -3.681 2.516
C: -5.329 5.541 -4.606
C: -4.694 0.809 -5.435
C: -7.832 3.703 -5.659
C: 3.276 -3.706 0.053
C: -2.219 2.045 -6.790
C: -8.870 3.589 -6.579
C: -5.557 7.968 -5.163
C: -5.572 6.518 -5.494
C: 0.625 -1.767 5.761
C: -6.213 3.830 -7.467
C: 1.135 3.510 -2.724
C: 1.851 -2.081 1.178
C: -4.235 -2.179 -2.634
C: 0.235 -2.867 4.993
C: 2.084 1.831 -1.265
C: -6.507 3.840 -6.102
C: -0.489 -2.665 3.827
C: 0.243 -0.479 5.384
C: -0.886 -1.373 3.403
C: -2.474 2.142 -3.714
C: -2.107 -2.140 -3.949
C: -5.452 4.084 -5.024
C: 2.366 4.128 -0.634
C: -8.580 3.567 -7.950
C: -4.882 5.764 -3.198
H: -4.119 5.031 -2.904
H: -4.838 -1.588 -3.334
H: 4.143 -3.676 2.652
H: -2.721 2.343 -7.722
H: -5.175 3.945 -7.794
H: -9.389 3.463 -8.675
H: -1.916 1.213 -3.532
H: -2.887 -0.977 -0.850
H: -8.009 3.719 -4.579
H: -4.244 -0.188 -5.539
H: 2.688 -4.711 2.586
H: -7.020 3.653 -9.459
H: -5.818 6.265 -6.525
H: -1.754 2.974 -3.668
H: -4.551 -1.958 -1.610
H: -5.350 0.974 -6.303
H: -2.404 -3.141 -4.270
H: 1.481 4.673 -0.276
H: -1.353 2.708 -6.643
H: -5.328 0.808 -4.538
H: -3.158 2.270 -2.865
H: -4.363 -3.248 -2.832
H: -1.845 1.017 -6.914
H: 4.336 -3.889 0.248
H: 3.153 -3.058 -0.813
H: -5.466 8.547 -6.087
H: 1.569 4.408 -3.175
H: -4.472 6.770 -3.079
H: -4.723 8.249 -4.507
H: -9.901 3.518 -6.221
H: -6.488 8.299 -4.678
H: 0.114 3.731 -2.372
H: 2.822 1.620 -0.480
H: -5.770 3.531 -4.125
H: -2.364 -1.422 -4.741
H: 2.791 -4.669 -0.141
H: 1.597 -1.630 2.149
H: 3.059 4.847 -1.083
H: -1.031 -2.105 -3.770
H: 1.099 2.692 -3.450
H: 2.594 -3.092 3.306
H: -5.720 5.668 -2.490
H: 2.836 3.623 0.215


- The lowest 2S+1 belongs to which entry?
  C29H42HgNO17S


- Among the records above, which one has the lowest 2S+1?
  C29H42HgNO17S


- The lowest 2S+1 belongs to which entry?
  C29H42HgNO17S